#P
Entry from the OMol25 dataset: a molecular structure, C38H54BBrClN7O6PReS3 (wB97M-V/def2-TZVPD).

Structure (XYZ):
```
113
Properties=species:S:1:pos:R:3
Re 0.9578 -0.6429 -0.6766
C 4.9168 -0.2057 3.1101
N 3.6783 -0.9686 3.1600
C 3.1756 -1.5844 4.2928
C 2.0142 -2.1685 3.9408
N 1.8161 -1.9320 2.5920
B 0.6337 -2.4280 1.7528
N -0.6664 -1.7798 2.2085
C -1.7085 -2.3734 2.9020
C -2.5999 -1.4079 3.2056
N -2.1001 -0.2219 2.6999
C -2.7884 1.0613 2.7309
C -0.9115 -0.4567 2.1119
S 0.1205 0.7136 1.4056
C 2.8318 -1.1901 2.1354
S 3.1067 -0.6695 0.5201
H 5.7456 -0.8309 3.4354
H 4.8364 0.6671 3.7552
H 5.0893 0.1207 2.0893
H 3.6894 -1.5397 5.2361
H 1.3145 -2.7343 4.5298
H 0.5597 -3.6174 1.6604
H 0.9124 -1.9870 0.5799
H -1.7178 -3.4286 3.1123
H -3.5509 -1.4483 3.7052
H -3.8595 0.8777 2.7111
H -2.5039 1.6319 1.8499
H -2.5162 1.6216 3.6239
Cl 0.8191 3.5830 -6.8121
C 0.5987 2.6598 -5.3653
C -0.6967 2.4564 -4.8677
C -0.9073 1.7316 -3.7189
C 0.1815 1.1832 -3.0265
O -0.0474 0.4906 -1.9310
C 1.4716 1.3979 -3.5258
C 2.5839 0.9317 -2.7716
O 2.5128 0.2702 -1.7264
C 1.6762 2.1387 -4.7028
H -1.5357 2.8806 -5.4032
H -1.9069 1.5797 -3.3328
H 3.5922 1.1778 -3.1159
H 2.6815 2.3020 -5.0711
C 3.0328 6.1891 -0.4665
C 2.3903 5.0240 -1.2215
C 3.3155 4.5656 -2.3525
P 1.7497 3.5416 -0.2833
C 0.1334 4.1327 0.4351
C -0.9777 3.7431 -0.5458
C -0.0135 5.6006 0.8298
C 2.8447 3.2822 1.1989
C 4.2818 3.0491 0.7297
C 2.7876 4.2730 2.3588
H 3.1663 7.0344 -1.1463
H 4.0225 5.9235 -0.0915
H 2.4369 6.5341 0.3734
H 1.4740 5.3980 -1.6968
H 4.2209 4.0938 -1.9639
H 3.6255 5.4180 -2.9616
H 2.8131 3.8512 -3.0036
H 0.0097 3.5156 1.3327
H -0.8641 4.2699 -1.4983
H -1.9607 4.0033 -0.1442
H -0.9557 2.6717 -0.7555
H 0.0823 6.2562 -0.0380
H 0.7156 5.9161 1.5735
H -1.0087 5.7690 1.2492
H 2.4757 2.3172 1.5736
H 4.7256 3.9559 0.3179
H 4.3311 2.2674 -0.0321
H 4.9074 2.7427 1.5702
H 3.1398 5.2634 2.0735
H 3.4291 3.9236 3.1738
H 1.7783 4.3709 2.7589
C -5.8898 -5.9032 2.6588
C -5.4661 -4.4534 2.8447
S -5.3844 -3.5383 1.3262
O -4.8486 -2.2293 1.6247
O -6.6387 -3.6634 0.6386
C -4.1601 -4.4004 0.3470
C -3.9076 -3.6671 -0.9702
N -2.9891 -2.5339 -0.8312
C -1.6445 -2.6331 -0.7355
N -1.0987 -1.4207 -0.6052
C -2.1340 -0.5173 -0.5789
C -3.2900 -1.1894 -0.7255
N -4.5938 -0.5879 -0.8304
O -4.7026 0.5172 -0.3410
O -5.4963 -1.2503 -1.2994
C -0.9402 -3.9401 -0.7231
H -6.1113 -6.3452 3.6289
H -5.1042 -6.5010 2.1970
H -6.7883 -5.9650 2.0465
H -4.4973 -4.3411 3.3331
H -6.2036 -3.8867 3.4181
H -4.5746 -5.3854 0.1335
H -3.2528 -4.5087 0.9433
H -4.8368 -3.2947 -1.3911
H -3.4746 -4.3581 -1.6885
H -1.9854 0.5404 -0.4776
H -1.3971 -4.6393 -1.4209
H -0.9739 -4.3817 0.2763
H 0.0994 -3.8084 -1.0011
Br 2.1322 -5.7686 -4.9770
C 1.8584 -4.3225 -3.7883
C 2.5976 -4.2430 -2.6196
C 2.3890 -3.1794 -1.7500
C 1.4298 -2.1915 -2.0061
C 0.7144 -2.3030 -3.2055
C 0.9235 -3.3492 -4.0958
H 3.3329 -5.0027 -2.3904
H 2.9826 -3.1363 -0.8443
H -0.0430 -1.5683 -3.4596
H 0.3594 -3.4084 -5.0173
```

* 2S+1: 2
* Kohn-Sham gap (spin up / spin down): 6.80 / 6.62 eV
* HOMO level (spin up / spin down): -9.825 / -9.716 eV
* net charge: +1

***

#Q
Entry from the OMol25 dataset: a molecular structure, C38H54BBrClN7O6PReS3 (wB97M-V/def2-TZVPD).

Structure (XYZ):
```
113
Properties=species:S:1:pos:R:3
Re 0.4740 0.7088 -0.0432
C 2.9708 -3.3951 2.6082
N 2.3040 -3.7296 1.3594
C 2.6205 -4.8002 0.5565
C 1.6885 -4.8430 -0.4228
N 0.7960 -3.8214 -0.2178
B -0.5001 -3.5677 -1.0580
N -0.0366 -2.9076 -2.4113
C -0.5199 -3.2599 -3.6477
C 0.0237 -2.4242 -4.5650
N 0.8434 -1.5642 -3.8763
C 1.6422 -0.5194 -4.4933
C 0.7773 -1.8604 -2.5575
S 1.7107 -1.1089 -1.2941
C 1.1722 -3.1421 0.8813
S 0.4061 -1.7780 1.5608
H 4.0469 -3.4934 2.4853
H 2.6382 -4.0603 3.4033
H 2.7155 -2.3752 2.8725
H 3.4858 -5.4174 0.7353
H 1.5870 -5.5339 -1.2438
H -1.2108 -2.7962 -0.4769
H -1.0263 -4.6203 -1.3163
H -1.2095 -4.0781 -3.7669
H -0.1009 -2.3651 -5.6350
H 0.9942 0.1859 -5.0113
H 2.3451 -0.9569 -5.2002
H 2.1867 -0.0018 -3.7129
Cl -1.0921 6.4956 4.5408
C -0.9622 5.2413 3.3529
C -1.5906 5.4035 2.1005
C -1.4860 4.4405 1.1350
C -0.7197 3.2658 1.3466
O -0.6060 2.4160 0.3729
C -0.1303 3.1024 2.6209
C 0.6460 1.9575 2.9198
O 0.9136 1.0097 2.1575
C -0.2628 4.1069 3.6131
H -2.1522 6.3082 1.9042
H -1.9580 4.5570 0.1670
H 1.0426 1.8979 3.9423
H 0.2082 3.9606 4.5793
C 3.2750 2.5856 -2.8564
C 3.8912 1.9711 -1.5978
C 4.5581 0.6387 -1.9472
P 2.7004 1.9437 -0.1648
C 3.7808 1.3381 1.2443
C 3.7366 -0.1904 1.3543
C 5.2484 1.7942 1.2442
C 2.4219 3.7509 0.2300
C 3.6776 4.6297 0.2385
C 1.3708 4.4574 -0.6423
H 4.0656 2.7878 -3.5824
H 2.7615 3.5240 -2.6574
H 2.5634 1.8984 -3.3146
H 4.6649 2.6451 -1.2261
H 3.8271 -0.1418 -2.1282
H 5.2398 0.2910 -1.1727
H 5.1444 0.7743 -2.8604
H 3.3028 1.7568 2.1309
H 4.1501 -0.6709 0.4647
H 2.7256 -0.5616 1.4988
H 4.3330 -0.5041 2.2157
H 5.7634 1.5761 0.3088
H 5.7706 1.2480 2.0320
H 5.3707 2.8500 1.4580
H 2.0285 3.7029 1.2485
H 4.1650 4.6393 -0.7382
H 4.4030 4.3432 0.9898
H 3.3715 5.6557 0.4523
H 1.8225 4.8550 -1.5520
H 0.9735 5.3089 -0.0881
H 0.5360 3.8213 -0.9114
C -6.5406 -4.5198 0.3675
C -5.7615 -4.7901 1.6503
S -4.1447 -3.9870 1.6431
O -3.1548 -4.9785 1.9802
O -3.9939 -3.2321 0.4257
C -4.1524 -2.8539 3.0585
C -4.5074 -1.3852 2.8270
N -3.6677 -0.6956 1.8419
C -2.3639 -0.3909 2.0211
N -1.8467 0.1624 0.9193
C -2.8777 0.2676 0.0329
C -3.9980 -0.2559 0.5753
N -5.2672 -0.3669 -0.0795
O -6.2300 -0.7816 0.5508
O -5.3010 -0.0139 -1.2412
C -1.7135 -0.5721 3.3488
H -7.4715 -5.0870 0.3801
H -5.9617 -4.8204 -0.5044
H -6.7784 -3.4620 0.2639
H -5.5172 -5.8440 1.7801
H -6.2882 -4.4324 2.5362
H -3.1432 -2.9822 3.4456
H -4.8485 -3.2777 3.7831
H -4.3936 -0.8666 3.7769
H -5.5327 -1.2793 2.5088
H -2.7868 0.7505 -0.9211
H -2.3093 -0.0864 4.1262
H -0.7241 -0.1391 3.3366
H -1.6062 -1.6243 3.6032
Br -2.6882 1.4871 -6.0126
C -1.7585 1.2481 -4.3807
C -2.0181 0.1352 -3.5985
C -1.3257 -0.0299 -2.4063
C -0.3772 0.8984 -1.9592
C -0.1389 1.9983 -2.7871
C -0.8144 2.1807 -3.9886
H -2.7584 -0.5931 -3.9058
H -1.5389 -0.9193 -1.8196
H 0.5941 2.7379 -2.5054
H -0.6123 3.0450 -4.6088
```

* 2S+1: 2
* Kohn-Sham gap (spin up / spin down): 6.16 / 6.44 eV
* HOMO level (spin up / spin down): -10.127 / -10.024 eV
* net charge: +1

***

What should be chosen as the most stable of them? Choose #P.

***

#P
Entry from the OMol25 dataset: 10 unconnected molecules or ions with the total composition C5H29NO11 (wB97M-V/def2-TZVPD).

Structure (XYZ):
```
46
Properties=species:S:1:pos:R:3
O -1.8006 -0.3624 -0.7727
C -0.5903 -0.4524 -0.7071
O 0.0965 -1.2032 0.1571
C 0.1768 0.5081 -1.6372
C 1.7418 0.5738 -1.4140
C 2.3550 -0.4556 -2.3600
C 2.1320 2.0449 -1.4852
N -0.2219 0.0634 -2.9877
H -0.4576 -1.8074 0.8139
H -0.2301 1.5065 -1.4283
H 1.9977 0.2116 -0.4252
H 3.2700 -0.9040 -1.9204
H 1.7323 -1.3359 -2.4852
H 2.7835 -0.1603 -3.3314
H 1.7589 2.5136 -2.4118
H 1.6539 2.5906 -0.6829
H 3.2056 2.2555 -1.4612
H 0.5534 0.2536 -3.6052
H -1.1139 0.4412 -3.2613
H -2.2069 2.9198 0.0751
H -2.9075 3.2762 -1.2950
O -2.2506 3.5542 -0.6521
H 2.0267 -3.3254 2.5867
H 0.6438 -2.8092 2.6124
O 1.4901 -2.6195 2.1811
H -0.6131 0.3113 3.0751
H -2.1790 0.0788 3.0353
O -1.3066 -0.3612 2.9860
H 1.9507 -0.3446 2.6167
H 0.6675 -0.6364 1.9755
O 1.2246 0.1266 2.1805
H 1.3096 2.0952 1.4538
H 1.8222 2.9092 2.7261
O 1.1853 2.8594 2.0211
H -2.1164 -2.6881 0.9263
H -1.4888 -2.1856 2.4067
O -1.4081 -2.7529 1.6253
H -0.9536 -2.2100 -2.7715
H -0.1594 -2.6941 -1.5808
O -1.0052 -2.8331 -2.0248
H -3.3247 -1.8567 -0.1276
H -2.4710 -2.6247 -0.9882
O -3.1812 -2.8027 -0.3196
H -1.6098 3.4643 2.3170
H -0.6315 2.3718 2.0370
O -1.5501 2.4960 2.3278
```

* 2S+1: 1
* Kohn-Sham gap: 9.75 eV
* HOMO level: -9.548 eV

***

#Q
Entry from the OMol25 dataset: 12 unconnected molecules or ions with the total composition C5H29NO11 (wB97M-V/def2-TZVPD).

Structure (XYZ):
```
46
Properties=species:S:1:pos:R:3
C 1.4822 -3.4795 -1.9651
C 0.0686 -3.2457 -1.4673
C -0.1185 -2.9265 -0.1359
N -1.4934 -2.8004 0.0264
C -2.1498 -2.8051 -1.1648
C -1.2128 -3.1797 -2.1226
H 2.0751 -2.6707 -1.5108
H 2.0147 -4.2620 -1.3986
H 1.3844 -3.4594 -3.0655
H 0.4985 -2.6885 0.7089
H -1.8594 -2.5525 0.9272
H -3.2027 -2.9972 -1.3125
H -1.2944 -3.3076 -3.2066
H 1.3133 -0.8966 -2.4016
H 0.7551 -0.0523 -3.4330
O 1.6096 -0.1776 -2.9785
H 0.0856 2.1705 3.9492
H 1.5650 2.0575 4.3405
O 0.8407 2.6824 4.2595
H -0.8379 1.4852 0.2838
H -0.8856 2.6767 1.2654
O -1.2389 1.7914 1.1184
H -1.5265 -2.9083 3.7161
H -0.8350 -1.5981 3.7897
O -0.9090 -2.3664 3.2114
H 2.1693 0.8422 -1.3424
H 1.8616 1.7609 -0.2183
O 1.6107 1.6017 -1.1450
H 0.8653 0.0463 3.6685
H 0.3161 0.1949 2.2924
O 1.0517 0.5071 2.8230
H 0.8041 4.3069 -2.1061
H 1.6211 3.0213 -2.3663
O 1.2241 3.7955 -2.8007
H 1.6526 3.7286 1.8481
H 1.5586 2.3543 2.1809
O 1.4502 2.9024 1.3846
H -1.2414 0.4633 2.6210
H -2.2706 0.9614 3.6339
O -1.5957 0.2882 3.5021
H -1.0160 -0.5632 -2.6013
H -1.8147 0.6684 -2.6373
O -1.3332 0.0836 -3.2508
H -1.5292 3.4371 -2.5219
H -0.3921 2.3337 -2.4398
O -1.1213 2.7757 -1.9583
```

* 2S+1: 1
* Kohn-Sham gap: 8.34 eV
* HOMO level: -8.426 eV

***

#R
Entry from the OMol25 dataset: 10 unconnected molecules or ions with the total composition C5H29NO11 (wB97M-V/def2-TZVPD).

Structure (XYZ):
```
46
Properties=species:S:1:pos:R:3
C 1.7196 2.3651 2.9229
N 0.6548 1.5922 2.1830
C 0.1312 2.1992 0.9747
C -0.9261 1.2394 0.3909
C -2.1134 1.2946 1.3211
O -3.1975 0.4744 0.8634
C 1.1428 2.3980 -0.1831
O 1.4796 1.3980 -0.7666
H 1.6493 2.2691 3.9994
H 2.6828 1.9524 2.6162
H 1.6136 3.3623 2.5622
H 1.0231 0.6612 2.0787
H -0.4954 3.0229 1.2712
H -1.2914 1.3999 -0.6013
H -0.6024 0.1742 0.3780
H -2.4620 2.3357 1.4374
H -1.9816 1.0739 2.3876
H -3.5155 0.7307 -0.0326
H 1.5192 3.4006 -0.4482
H 1.2125 0.0971 -3.6407
H 1.8353 1.2872 -3.0412
O 1.3574 1.0342 -3.8450
H -1.8386 -0.9499 2.3658
H -3.1814 -1.7125 1.9577
O -2.5742 -1.4841 2.6605
H 1.2429 -2.0994 -3.5912
H 0.8293 -1.7348 -2.1575
O 1.3504 -1.3984 -2.9161
H -1.3542 -3.3046 2.2224
H -0.0313 -2.6342 1.6753
O -0.7531 -3.2584 1.4678
H 2.8077 -0.8989 -1.0033
H 3.5029 0.6080 -0.6883
O 3.5302 -0.3381 -0.7380
H -1.1550 -3.7072 -1.6578
H -0.5410 -3.4050 -0.4282
O -0.6415 -2.9434 -1.2833
H 2.1384 -2.5015 2.3630
H 1.5177 -1.5992 3.2945
O 1.4980 -1.7683 2.3400
H -0.3725 1.4055 -2.8088
H -1.5204 2.3770 -2.3887
O -1.3318 1.4806 -2.6734
H -1.2394 -2.6097 -3.3555
H -1.6629 -1.2455 -3.4654
O -1.6560 -2.0403 -4.0194
```

* 2S+1: 1
* Kohn-Sham gap: 9.17 eV
* HOMO level: -9.193 eV

***

What should be chosen as the most stable of them? Choose #P.